ORCA calculation (ωB97M-V/def2-TZVPD) on a 9-piece molecular cluster, C36H64N3O25P overall in a non-equilibrium geometry.

Geometry as XYZ:
```
129
C36H64N3O25P (ωB97M-V/def2-TZVPD)
C 0.56152 -0.24915 3.12746
C 0.50799 1.35248 3.30506
C -0.93228 2.00619 2.94245
C -1.64391 2.68938 4.25487
N -2.66802 1.81637 4.88631
C -3.96160 1.80733 4.14658
C -4.43700 2.89842 3.13477
N -5.68086 2.96505 2.43124
C -6.46422 1.82502 2.83319
C -7.92497 1.73113 2.20110
C -8.91099 0.55897 2.55504
C -8.47548 -0.60360 3.53366
P -9.55558 -2.05658 4.05723
O -10.24706 -1.84504 5.44586
C -7.04778 -0.50905 4.13366
C -6.05812 0.68603 3.79694
N -4.78704 0.67305 4.46116
H 0.82359 -0.74412 4.14260
H -0.43931 -0.68045 2.73583
H 1.43538 -0.54259 2.42518
H 0.88089 1.60092 4.35618
H 1.27746 1.79568 2.56498
H -0.75135 2.86048 2.19343
H -1.67846 1.22810 2.54813
H -1.96345 3.77346 4.07076
H -0.77907 2.76678 5.02902
H -2.34837 0.82435 4.82403
H -3.70437 3.76648 2.91907
H -8.35156 2.52566 1.49201
H -9.96397 0.51019 2.12241
H -10.56132 -2.41615 3.10337
H -8.68067 -3.20190 4.24904
H -6.70958 -1.33982 4.85006
C 2.53218 3.35581 -0.99579
O 3.55063 2.54858 -1.58673
C 3.59952 1.29120 -1.11566
O 2.87678 0.82199 -0.27003
O 4.59522 0.64652 -1.75185
C 4.76468 -0.71210 -1.34847
H 2.58449 4.34621 -1.44943
H 1.54347 2.93703 -1.19610
H 2.69825 3.45960 0.07916
H 3.86493 -1.29318 -1.56334
H 5.01874 -0.77031 -0.28769
H 5.59131 -1.13123 -1.92433
C -1.51111 -3.74202 9.50815
O -2.60298 -3.16120 8.79772
C -2.37807 -1.90566 8.37089
O -1.36520 -1.26963 8.54003
O -3.47734 -1.48289 7.72314
C -3.38077 -0.15391 7.21055
H -1.80363 -4.75064 9.80307
H -0.62825 -3.81157 8.86843
H -1.29006 -3.16854 10.41128
H -2.57360 -0.08179 6.48153
H -3.23429 0.56258 8.02239
H -4.31922 0.08140 6.70960
C -6.02432 -5.25205 -0.68819
O -5.10753 -5.09325 0.39372
C -5.47420 -4.16738 1.29742
O -6.47651 -3.49491 1.25773
O -4.52966 -4.12190 2.25326
C -4.79051 -3.17415 3.28706
H -5.62738 -6.02161 -1.35187
H -6.99942 -5.58148 -0.32190
H -6.11735 -4.32244 -1.25426
H -5.71711 -3.42082 3.81097
H -4.83416 -2.16123 2.87964
H -3.96774 -3.22254 4.00182
C 0.57979 5.70586 -5.08945
O -0.79722 5.33774 -5.02019
C -1.16735 4.80671 -3.84256
O -0.44952 4.62910 -2.88710
O -2.47614 4.50742 -3.91335
C -3.01005 3.93085 -2.72269
H 0.76609 6.12159 -6.08043
H 0.81213 6.47128 -4.34532
H 1.21994 4.83045 -4.95716
H -2.92090 4.62556 -1.88424
H -2.51274 2.98490 -2.49579
H -4.06866 3.73134 -2.89404
C 0.87732 10.66237 -2.88482
O 1.71720 9.82701 -3.67982
C 3.02538 10.13063 -3.60793
O 3.51252 11.01728 -2.94948
O 3.69574 9.27339 -4.39813
C 5.10733 9.47932 -4.41974
H -0.15167 10.32669 -3.02047
H 1.13359 10.57145 -1.82677
H 0.94722 11.70228 -3.21184
H 5.53245 9.34128 -3.42295
H 5.34616 10.47214 -4.80793
H 5.54319 8.73428 -5.08673
C 5.96048 0.72410 -4.06812
O 6.80250 -0.11050 -4.86563
C 8.10964 0.19470 -4.79359
O 8.59596 1.08164 -4.13385
O 8.78158 -0.66073 -5.58495
C 10.19310 -0.45282 -5.60646
H 4.93173 0.38903 -4.20266
H 6.21751 0.63291 -3.01522
H 6.02952 1.76465 -4.39440
H 10.61879 -0.59140 -4.61001
H 10.43052 0.54089 -5.99360
H 10.63138 -1.19601 -6.27451
C -4.94999 -7.89779 1.65389
O -6.32996 -8.25712 1.71731
C -6.70922 -8.78518 2.89433
O -5.99768 -8.96677 3.85257
O -8.02022 -9.07571 2.81742
C -8.56328 -9.64769 4.00603
H -4.75699 -7.48429 0.66446
H -4.71631 -7.13328 2.39818
H -4.31586 -8.77713 1.78976
H -8.47318 -8.95300 4.84432
H -8.07332 -10.59670 4.23586
H -9.62249 -9.84024 3.83004
C 10.52452 -3.04158 -9.31924
O 11.63867 -3.84653 -9.69919
C 12.60077 -3.93055 -8.76400
O 12.58512 -3.39736 -7.68009
O 13.58324 -4.71139 -9.24595
C 14.68014 -4.89044 -8.35175
H 9.81221 -3.04396 -10.14523
H 10.03135 -3.45750 -8.43754
H 10.83801 -2.01094 -9.13717
H 14.35178 -5.37951 -7.43173
H 15.15820 -3.93313 -8.13147
H 15.40982 -5.53513 -8.84351
```

Values from the calculation:
* M: 969.88 g mol⁻¹
* HOMO energy: -8.67 eV
* multiplicity: 1
* gap between HOMO and LUMO: 7.3 eV
* SMILES string: CCCCNc1cnc2ccc([PH2]=O)cc2n1.COC(=O)OC.COC(=O)OC.COC(=O)OC.COC(=O)OC.COC(=O)OC.COC(=O)OC.COC(=O)OC.COC(=O)OC
* E_LUMO: -0.0491 Ha

Mulliken atomic charge list, values in e, 8 entries: -0.8545 -0.2078 -0.3893 -0.9320 -0.1299 0.2654 -0.2664 -0.5660